(1)
DFT (the ωB97M-V functional and the def2-TZVPD basis) results for C22H30FeN4O2 as an isolated structure.

The lowest unoccupied orbital energy (alpha / beta) is -6.5 / -6.9 eV. Its expectation value of S² is 6.01. Its calculated total energy is -67730.62630 eV. Its HOMO-LUMO gap (alpha / beta) is 7.8 / 7.5 eV. The calculation puts the energy above the lowest of the compared OMol25 structures with the same formula, charge and spin at 0.0 kJ/mol. The largest force on an atom is 0.33 eV Å⁻¹.

The geometry in ORCA input format:
```
! wB97M-V def2-TZVPD RIJCOSX def2/J DEFGRID3
* xyz 2 5
H 1.8649 5.6200 -3.2623
H 0.0002 -3.0288 2.6237
H -3.0222 -2.0607 1.5655
H -2.0402 -3.4525 1.1472
C -2.5076 0.8445 -1.7508
C -1.2045 -1.5645 0.6106
H 2.2940 0.0626 -2.4370
H 1.3383 4.2331 -4.2412
O 1.1728 4.0683 -2.1646
H 0.3794 -1.6861 3.7304
H -1.4435 1.5764 5.0100
H -2.9261 -2.5949 -0.1304
H -3.4234 -0.1339 -4.1107
H -2.8554 0.7406 -0.7212
C -2.3675 -2.4723 0.7938
C 3.0784 1.3756 3.4659
C -1.1435 0.9006 4.2125
H 2.5943 1.2412 0.3956
C -2.5083 -2.0720 -4.1840
C -0.3251 -2.0511 2.9878
C -1.6736 -2.9736 -3.5449
C 2.8443 0.4563 1.1330
N 1.5666 1.8859 -2.7433
H -1.4676 -3.9347 -3.9981
C -2.2080 -0.4871 -2.3886
C -1.3885 -1.4249 -1.7577
N 1.3921 0.5319 -2.4047
H -1.2980 -2.1984 3.4605
H -2.9653 -2.3358 -5.1278
N -0.7962 -1.0650 -0.4921
C 0.9249 0.6128 2.7607
H -3.2832 1.3698 -2.3038
C 1.8750 4.5399 -3.3443
C -2.7679 -0.8355 -3.6112
C 2.5255 1.7630 4.6783
H 0.7395 1.9387 5.8422
H 0.6440 -3.1827 -1.1223
H 0.7725 0.0833 -3.0779
O 0.4896 2.4660 -0.8389
C 0.3331 1.0329 3.9512
H 2.0140 2.1261 -3.6144
H -0.7331 -4.2592 -0.8960
C 1.1689 1.6082 4.9053
H -1.7357 1.1416 3.3287
N 0.1416 0.0191 1.7120
Fe 0.4810 0.5814 -0.2745
H 3.9316 0.4150 1.1512
H -1.6329 1.5035 -1.7405
H 3.1529 2.2036 5.4404
H 0.2183 -4.3632 -2.3609
H 4.1354 1.5173 3.2809
C 1.0773 2.8110 -1.8873
C -0.1907 -3.6644 -1.6345
C 2.2784 0.8112 2.4860
H 2.9035 4.1812 -3.3366
H 2.5071 -0.5254 0.7758
C -1.0945 -2.6699 -2.3161
C -0.4262 -1.1197 1.8326
H -1.4108 -0.1068 4.5367
*
```

Atom charges from the natural (NBO) analysis, given in e for atoms 1 to 5: 0.25 0.26 0.27 0.27 -0.64

***

(2)
DFT (the ωB97M-V functional and the def2-TZVPD basis) results for the molecule C22H30N4O3 in a non-equilibrium geometry.

The lowest unoccupied orbital energy is 0.7 eV. Its calculated total energy is -35403.39061 eV. As for the SMILES: CO[C@H](c1ccccc1)c1nnc(CCC(=O)N2CCN(C3CCCC3)CC2)o1. Its HOMO-LUMO gap is 9.3 eV. The calculation puts the energy above the lowest of the compared OMol25 structures with the same formula, charge and spin at 233.1 kJ/mol. The largest force on an atom is 1.47 eV Å⁻¹.

The geometry in ORCA input format:
```
! wB97M-V def2-TZVPD RIJCOSX def2/J DEFGRID3
* xyz 0 1
H -1.6601 -5.6877 -3.9013
O 0.3973 0.0123 0.9582
H 2.6062 -1.4672 -1.8625
C 1.3975 -3.2603 -1.9128
N 1.7846 2.7640 0.0671
H -1.0335 -1.1388 -2.0054
H -2.2089 -4.2425 -3.0635
H -1.4752 -7.5070 -0.4928
H 2.9302 0.4578 -0.7838
H 1.1985 -1.3850 -2.9441
H 1.8036 -3.6297 -0.9531
H 0.8909 -6.4980 -1.2989
C 2.6563 -0.0353 0.1495
H -0.1652 -5.4997 -0.2993
H 0.4485 -5.2178 -3.2147
H -0.3250 4.0094 3.4644
H 1.9714 -3.7104 -2.7255
C -0.0059 6.5880 3.1207
H -1.0734 7.9474 -0.3161
H -3.1926 -6.6814 -2.3575
C -0.3258 8.4378 1.6282
C 2.0177 2.1015 1.1534
H -0.9923 -7.7351 -2.1792
C -0.7688 -3.0233 -0.9881
C -0.2565 -4.9826 -2.4105
N -0.0010 -3.5922 -2.0785
H -1.8155 -3.3054 -1.0906
H -1.3389 1.7503 1.7333
C -0.7738 7.5663 0.6489
C -0.8350 6.2081 0.9007
C 1.5581 -1.7355 -1.9699
H -3.0399 2.1868 2.0304
C -0.4529 5.7148 2.1406
C -0.5204 4.2298 2.3999
H -1.1850 -1.0317 -0.2277
H 3.2544 -0.9392 0.2778
H -1.1723 5.5162 0.1473
C -2.3797 -6.1071 -1.9157
C 2.9162 0.9316 1.3080
N 0.7519 -1.1250 -0.9415
H 2.6923 0.4588 2.2647
H 0.4093 8.6224 3.6305
C 0.5365 3.5265 1.6042
C -1.2374 -6.9893 -1.4213
C -0.0805 -6.0063 -1.2608
O -1.8054 3.7634 2.0426
H 0.2923 6.2084 4.0881
C -0.6433 -1.5013 -1.0493
O 1.2718 2.5481 2.1794
C -1.6958 -5.1925 -2.9310
N 0.8330 3.6749 0.3572
H -1.8711 2.1793 3.3786
C -2.0096 2.3944 2.3115
H -0.4086 -3.3575 0.0010
C 0.0593 7.9470 2.8633
H -0.2763 9.4985 1.4295
H 3.9596 1.2533 1.2976
C 1.1710 -0.3855 0.1028
H -2.7827 -5.5266 -1.0842
*
```

Atom charges from the natural (NBO) analysis, given in e for atoms 1 to 5: 0.21 -0.66 0.21 -0.22 -0.32

***

(3)
DFT (the ωB97M-V functional and the def2-TZVPD basis) results for the molecule C22H30N4O4S in a non-equilibrium geometry.

The lowest unoccupied orbital energy is 0.6 eV. Its calculated total energy is -48286.03276 eV. As for the SMILES: Cc1cccc(N2CCN(C(=O)c3cc(S(=O)(=O)N4CCOCC4)cn3C)CC2)c1C. Its HOMO-LUMO gap is 8.6 eV. The calculation puts the energy above the lowest of the compared OMol25 structures with the same formula, charge and spin at 274.3 kJ/mol. The largest force on an atom is 1.15 eV Å⁻¹.

The geometry in ORCA input format:
```
! wB97M-V def2-TZVPD RIJCOSX def2/J DEFGRID3
* xyz 0 1
C -2.6354 -1.2810 0.6043
H 2.0679 1.5918 -1.9419
N -0.3279 2.9299 0.0753
H 4.1582 1.5429 1.6183
O -3.2742 0.7965 -2.5096
H -2.3586 -2.2373 0.1603
C 3.2572 -0.2312 -1.6737
C -0.1620 -4.0763 -0.1829
H -5.3314 -0.1174 0.1800
C -4.3586 0.3871 0.1485
C 2.5204 -1.4355 0.3219
C 4.6263 -0.1577 0.2809
H 2.7707 -0.2144 2.0778
H 0.9170 -1.2065 3.2942
H 2.1575 -4.1955 -1.4702
C 0.6891 -3.0138 0.4438
H 0.5743 4.1979 1.4365
C 1.1488 -1.5593 2.3003
H -0.5842 -3.7098 -1.1186
C 3.0116 1.2915 -1.4895
C -0.1299 4.2516 0.6066
C 0.6317 1.9591 -0.0008
N 3.0121 1.6267 -0.0887
H -4.4200 -2.0359 1.5408
H -1.7129 -0.7581 0.8955
H -3.0053 1.3644 1.5201
C -3.5145 -1.4843 1.8313
H 4.8481 -0.6812 1.2108
H -4.7241 1.5039 1.9729
H 5.5178 -0.2059 -0.3547
H -2.9813 -2.0595 2.5920
H 2.3687 -0.6914 -2.0973
C -1.2661 1.1671 -0.8797
H 0.4202 -4.9704 -0.4033
C -3.9689 0.8326 1.5552
H -4.4328 1.2330 -0.5352
H 0.2713 4.9211 -0.1586
C 0.0628 0.8403 -0.5755
H 0.5124 -0.1163 -0.7398
C 1.9641 2.0801 0.6322
H 3.8212 1.8619 -1.9625
C 0.3760 -2.5400 1.7106
C 1.7890 -2.4948 -0.2419
H 5.0518 1.9920 0.1543
H 3.1940 -2.8185 -1.8287
N -3.3738 -0.5279 -0.3921
C 2.2061 -1.0025 1.6086
C 2.1852 -3.1103 -1.5527
S -2.4209 0.0541 -1.6287
O -3.8739 -0.2617 2.4476
H -0.4681 -2.9549 2.2423
O -1.6812 -1.0582 -2.1472
C 4.2727 1.3330 0.5541
H -2.3486 3.0765 -0.5600
N 3.5817 -0.8714 -0.4157
O 2.0967 2.5306 1.7615
H 4.0928 -0.3850 -2.3668
H -1.0798 4.6485 0.9599
H 1.4939 -2.8279 -2.3476
H -0.9745 -4.3569 0.4834
C -1.4716 2.4666 -0.4744
*
```

Atom charges from the natural (NBO) analysis, given in e for atoms 1 to 5: -0.27 0.23 -0.29 0.24 -0.94

***

(4)
DFT (the ωB97M-V functional and the def2-TZVPD basis) results for C22H30N7PSTeZr as an isolated structure.

The lowest unoccupied orbital energy is -7.4 eV. Its calculated total energy is -62415.62943 eV. Its HOMO-LUMO gap is 6.4 eV. The calculation puts the energy above the lowest of the compared OMol25 structures with the same formula, charge and spin at 101.9 kJ/mol. The largest force on an atom is 0.73 eV Å⁻¹.

The geometry in ORCA input format:
```
! wB97M-V def2-TZVPD RIJCOSX def2/J DEFGRID3
* xyz 2 1
H 2.9538 -3.9734 2.0773
C 1.9850 2.6043 -2.9424
H -3.7608 2.8527 -0.6658
C 2.9018 3.7375 -3.3012
H 3.6119 3.4268 -4.0686
H 3.4900 4.0570 -2.4387
N -2.8309 1.1851 0.1396
H 1.8937 4.6403 -0.0533
H -0.7825 -4.7648 0.4399
H -2.3897 1.4302 -2.4663
C 0.9050 4.2147 -0.1459
C -0.0420 -3.9792 0.6002
H 1.4267 -5.4294 3.2308
C -0.1537 4.9472 -0.6451
N -4.7515 -1.1533 1.7855
C 0.6151 2.6800 -3.1775
H -0.2174 -5.6462 2.6169
C -1.5536 3.0466 -0.3126
H 2.3505 4.5946 -3.6838
H -1.8996 1.1695 -4.1237
N 0.1499 -3.8243 3.5895
H 0.8941 -2.0162 4.3369
C 2.1070 -3.4955 1.5859
H -4.8302 -1.4896 2.7304
H -1.4089 -2.4375 3.8063
H -1.9408 2.8082 -3.4910
C -1.0896 -3.2289 3.1264
C -1.6989 1.7768 -3.2381
H 2.4214 -1.0526 -0.5641
Zr -1.0230 0.0829 0.6410
Te -1.0510 -1.1192 -1.7963
H 0.3330 -3.6724 -0.3776
H -1.8773 -3.9841 3.1026
H 2.0689 -3.3332 4.2164
N -3.9085 0.3635 0.3021
H 1.5072 2.2971 0.6124
H -2.2523 4.8789 -1.1499
H 0.2106 3.5662 -3.6540
C -1.4022 4.3412 -0.7524
C 1.2250 -2.8545 3.7212
C -0.2488 1.6443 -2.8530
P -0.9061 -2.5314 1.4056
N -0.5155 2.3215 0.1822
H 1.8167 -1.8037 -2.0454
C 2.3400 -0.9342 -1.6488
H 0.4901 -0.6831 2.4092
C 0.5939 -4.9288 2.7376
C 0.6906 -1.5700 1.7624
H -0.0168 5.9737 -0.9577
S -2.5481 0.0878 2.6493
H 1.0938 -1.2289 0.7869
H 3.5615 1.3218 -2.2796
C -3.8312 -0.2464 1.4672
N 1.7079 -2.3456 2.4211
C 1.6702 0.3525 -2.0710
H -5.5310 -1.2902 1.1576
H 2.4315 -3.1360 0.6078
C 0.6871 2.8992 0.2379
H 3.3608 -0.9559 -2.0250
C 0.2832 0.4877 -2.2485
C -2.8511 2.3657 -0.3271
N 1.0455 -4.4744 1.4215
C 2.4893 1.4276 -2.4029
*
```

Atom charges from the natural (NBO) analysis, given in e for atoms 1 to 5: 0.23 0.03 0.25 -0.65 0.25

***

- Look up the calculated total energy of the second one.
  -35403.39061 eV

***

- Which value of calculated total energy does entry 1 give?
  -67730.62630 eV

***

- Look up the calculated total energy of the fourth one.
  -62415.62943 eV